No. 1
Formula: C20H52N4O8S4
Source: the OMol25 dataset
Level of theory: ωB97M-V/def2-TZVPD

CARTESIAN COORDINATES (ANGSTROEM)
C -0.9957 -5.9231 1.4828
S 0.2781 -5.8901 0.1382
O 1.2572 -7.0495 0.3237
C -0.8274 -6.1919 -1.3351
H -1.7416 -5.1642 1.2466
H -0.5626 -5.6276 2.4384
H -1.5116 -6.8678 1.6543
H -0.2754 -6.0009 -2.2554
H -1.7278 -5.5795 -1.3834
H -0.9947 -7.2685 -1.3663
C -1.7313 -2.8235 -5.9441
S -0.3708 -1.8438 -5.2892
O -0.7383 -0.3660 -5.5024
C -0.5417 -2.1502 -3.4597
H -1.4865 -3.0486 -6.9822
H -2.7269 -2.3883 -5.8572
H -1.8012 -3.7985 -5.4617
H -0.8983 -3.1706 -3.3188
H -1.3449 -1.5047 -3.1044
H 0.3554 -1.9319 -2.8804
C -2.5154 -1.7167 3.7163
S -3.4585 -0.3314 2.9995
O -2.4864 0.7389 2.5639
C -3.9488 -1.3547 1.5220
H -1.6900 -1.9810 3.0553
H -3.2475 -2.5243 3.7265
H -2.1979 -1.3712 4.7002
H -4.8476 -1.8960 1.8177
H -3.1606 -2.0112 1.1535
H -4.3098 -0.7585 0.6840
C 1.7935 2.6386 6.9430
S 1.0367 2.8928 5.2581
O 2.1089 2.4389 4.2597
C -0.2140 1.4876 5.2357
H 2.8018 2.2247 6.9490
H 1.0585 2.1900 7.6114
H 1.9253 3.6088 7.4219
H -0.8741 1.4535 4.3689
H -0.8131 1.5017 6.1462
H 0.2473 0.5001 5.2517
C -0.2922 -0.0937 0.2984
O -0.7370 -0.3449 -0.8543
N 0.3037 -1.0597 1.1170
C 0.9820 -0.6364 2.3701
C 0.3168 -2.5488 0.8630
H -0.2750 0.9420 0.6717
H 2.0427 -0.8609 2.2583
H 0.6166 -1.1919 3.2339
H 0.8097 0.3978 2.6680
H 1.3330 -2.9165 0.7208
H 0.0197 -3.1217 1.7415
H -0.2660 -2.8743 0.0013
C -1.1259 2.8607 -4.2116
O -0.4966 3.8872 -4.5264
N -1.6792 2.5461 -3.0365
C -2.3588 1.2858 -2.7514
C -1.7213 3.5847 -2.0247
H -1.2763 1.9660 -4.8354
H -1.8190 0.4626 -3.2195
H -3.3675 1.4166 -3.1433
H -2.4833 1.0796 -1.6884
H -1.5697 3.1179 -1.0514
H -1.1122 4.4883 -2.0494
H -2.6966 4.0714 -2.0175
C 3.7160 -1.5792 -1.5325
O 3.9677 -1.6042 -0.3007
N 3.2023 -0.5728 -2.2411
C 2.8391 -0.6488 -3.7007
C 2.7621 0.6864 -1.5123
H 4.1215 -2.3826 -2.1668
H 1.7719 -0.8198 -3.8413
H 3.3773 -1.4721 -4.1705
H 3.0944 0.2623 -4.2419
H 2.8308 0.6013 -0.4278
H 3.3061 1.5642 -1.8611
H 1.7384 0.9853 -1.7374
C 3.1900 4.8981 0.9470
O 4.2389 5.5220 0.7693
N 1.8847 5.4203 0.8074
C 1.6756 6.7627 0.3842
C 0.7716 4.5773 0.9580
H 3.2292 3.8164 1.1483
H 0.8163 7.2495 0.8455
H 1.5943 6.8744 -0.6970
H 2.5381 7.3392 0.7188
H 0.3232 4.4350 1.9413
H 0.0051 4.9013 0.2540
H 1.0354 3.5839 0.5951

Calculated values
**Charge**: 0
**E_tot**: -87258.860 eV
**Maximum force**: 3.18 eV/Å
**E_HOMO**: -8.705 eV
**Frontier orbital gap**: 8.588 eV

=====

No. 2
Formula: C3H5FN2O2
Source: the OMol25 dataset
Level of theory: ωB97M-V/def2-TZVPD

CARTESIAN COORDINATES (ANGSTROEM)
C 0.3563 0.5580 0.2488
C -0.6638 0.1090 -0.7505
C -1.2357 -1.2803 -0.3847
N -2.2865 -1.8820 -0.7554
F -3.2436 -1.1607 -1.4180
O 0.0506 -0.0018 -1.9683
N -0.7903 -0.7791 -2.8518
O -0.3285 -1.0183 -3.9073
H 1.2727 0.1787 -0.1517
H 0.6693 1.6265 0.2767
H 0.0021 0.2374 1.2766
H -1.4006 0.8002 -0.9550
H -0.4335 -1.8132 0.0886

Calculated values
**Charge**: 0
**SMILES**: C[C@H](/C=N\F)ON=O
**E_tot**: -12978.789 eV
**Maximum force**: 2.47 eV/Å
**E_HOMO**: -10.507 eV
**Frontier orbital gap**: 10.408 eV

=====

No. 3
Formula: CH2ClNO3
Source: the OMol25 dataset
Level of theory: ωB97M-V/def2-TZVPD

CARTESIAN COORDINATES (ANGSTROEM)
O 1.2364 -0.3590 1.0140
N 1.1531 -0.8218 -0.0772
O 1.8723 -1.5986 -0.5074
O 0.0763 -0.3929 -0.9026
C -0.8959 0.6762 -0.0939
Cl -1.5928 -0.1851 1.2283
H -0.2142 1.5108 0.1027
H -1.6352 1.1703 -0.7638

Calculated values
**Charge**: 0
**SMILES**: O=[N+]([O-])OCCl
**E_tot**: -21219.249 eV
**Maximum force**: 4.99 eV/Å
**E_HOMO**: -11.290 eV
**Frontier orbital gap**: 11.976 eV

=====

No. 4
Formula: C7H9N
Source: the OMol25 dataset
Level of theory: ωB97M-V/def2-TZVPD

CARTESIAN COORDINATES (ANGSTROEM)
C 2.0600 -0.3575 1.4641
C 1.0141 -0.4950 0.8744
C -0.3561 -0.6447 0.2194
C -0.1677 -0.7627 -1.2475
C 0.5234 0.6942 -1.3658
N -0.0309 1.5804 -0.1819
C -1.0289 0.4958 0.2253
C -1.3928 -0.4095 1.3712
H 3.0154 -0.4771 1.8200
H 0.4441 -1.6430 -1.5809
H -1.1197 -0.9229 -1.5826
H 1.6421 0.5408 -1.5514
H 0.1151 1.0302 -2.3350
H 0.6248 1.8122 0.4798
H -1.8894 0.3468 -0.4968
H -2.5287 -0.6805 1.5512
H -0.9248 -0.1074 2.3365

Calculated values
**Charge**: 0
**SMILES**: C#C[C@]12CCN[C@@H]1C2
**E_tot**: -8887.312 eV
**Maximum force**: 7.94 eV/Å
**E_HOMO**: -9.019 eV
**Frontier orbital gap**: 10.108 eV